No. 1
Density functional theory data (ωB97M-V/def2-TZVPD) for a structure of composition C22H45N2P3Se2W at a distorted geometry.

Values from the calculation:
energy relative to the best compared isomer or geometry (same formula, charge and spin): 0.0 kJ/mol
E: -6867.2402 Ha
maximum force: 3.743 eV Å⁻¹
HOMO-LUMO gap (spin up / spin down): 4.68 / 5.43 eV
lowest unoccupied orbital energy (spin up / spin down): -14.701 / -14.147 eV

Geometry as ORCA input:
```
! RIJCOSX wB97M-V def2-TZVPD def2/J DEFGRID3
* xyz 4 3
W -0.21857 -0.12099 -0.15027
P -1.64543 -0.91975 1.75282
P 0.85680 -2.46020 -0.29941
P -1.86167 -0.85489 -1.76448
H -0.29303 3.32493 0.28160
C -0.87288 2.50628 -0.13912
C -1.51546 1.64679 0.89860
H -1.18670 1.88125 1.91590
C -1.24438 -0.36573 3.46450
C -1.82810 -2.71858 2.16078
C -3.45724 -0.52100 1.86755
C 2.17094 -2.66538 -1.58297
C 1.85441 -2.96910 1.15301
C -0.01095 -4.05700 -0.62738
C -3.05116 0.49244 -2.05246
C -2.96392 -2.24836 -1.31930
C -1.24778 -1.34518 -3.41480
H -1.59507 2.92475 -0.85485
H -2.61174 1.69792 0.81446
H -1.16385 0.72678 3.53659
H -0.31123 -0.81787 3.82910
H -2.05038 -0.67744 4.15164
H -0.86102 -3.19122 2.37322
H -2.34093 -3.27567 1.36458
H -2.44586 -2.81331 3.06994
H -3.63363 0.55346 2.01365
H -3.87533 -1.03909 2.74393
H -4.02228 -0.84817 0.99038
H 2.57194 -3.68591 -1.49209
H 2.96285 -1.92394 -1.43006
H 1.72977 -2.51108 -2.57519
H 2.17200 -4.01505 1.00261
H 1.28391 -2.90262 2.08702
H 2.74926 -2.33723 1.22995
H 0.74937 -4.85209 -0.56681
H -0.44156 -4.06714 -1.63591
H -0.78894 -4.25878 0.11601
H -3.80717 0.08023 -2.73624
H -2.54161 1.34713 -2.52070
H -3.53704 0.81938 -1.12023
H -3.67549 -2.32847 -2.15476
H -3.51516 -2.06531 -0.38806
H -2.40004 -3.18447 -1.22676
H -2.10775 -1.32259 -4.09171
H -0.79969 -2.34467 -3.36479
H -0.47602 -0.62511 -3.74460
C 1.62128 1.80869 -3.95597
C 1.16558 3.05613 -3.51774
C 1.13933 4.17077 -4.35105
C 1.65202 4.09783 -5.64922
C 2.19210 2.88529 -6.10774
C 2.18432 1.75054 -5.26998
Se 1.47004 0.38250 -2.65005
H -0.18025 1.83872 -0.70506
H 0.84198 3.14090 -2.47715
H 0.72656 5.09792 -3.97495
H 1.64915 4.99233 -6.30693
H 2.61732 2.83448 -7.10921
H 2.64226 0.81217 -5.62364
C 1.10596 3.47038 2.50187
N 1.52237 2.31374 3.27130
C 1.68976 2.31239 4.64420
C 2.18733 1.09152 5.00296
N 2.32036 0.36928 3.81917
C 2.90455 -0.97783 3.76965
C 1.83057 1.08439 2.76111
Se 1.87506 0.56711 0.89858
H 0.01613 3.55215 2.46842
H 1.49506 3.40605 1.49235
H 1.50280 4.37410 2.98790
H 1.46838 3.16737 5.25089
H 2.48416 0.67525 5.95186
H 3.53301 -1.10128 4.67149
H 2.11817 -1.75265 3.77280
H 3.52248 -1.08818 2.86925
*
```

No. 2
Density functional theory data (ωB97M-V/def2-TZVPD) for a cluster of 8 separate species, C22H45NO7S in total at a distorted geometry.

Values from the calculation:
energy relative to the best compared isomer or geometry (same formula, charge and spin): 5.9 kJ/mol
E: -1844.8114 Ha
maximum force: 1.376 eV Å⁻¹
HOMO-LUMO gap: 9.38 eV
lowest unoccupied orbital energy: 0.234 eV

Geometry as ORCA input:
```
! RIJCOSX wB97M-V def2-TZVPD def2/J DEFGRID3
* xyz 0 1
C -0.44517 0.29161 -0.16244
C -0.57291 0.43180 -1.60147
N -0.65353 0.54464 -2.74019
H -1.23937 -0.34237 0.22728
H -0.51086 1.25073 0.35329
H 0.54901 -0.07875 0.08898
C 1.57241 3.29456 -3.26404
S 2.32454 3.34031 -1.62182
O 1.14206 3.43870 -0.68342
C 2.77444 1.57356 -1.52387
H 2.25260 2.93187 -4.02952
H 1.16171 4.28652 -3.44835
H 0.69678 2.64903 -3.15900
H 1.91456 0.99173 -1.85776
H 2.94457 1.34334 -0.47543
H 3.60921 1.27883 -2.15901
C 1.72633 -1.01551 4.86720
C 0.71800 0.07571 4.54692
O 0.15617 0.67640 5.43574
C 0.41608 0.30997 3.10972
H 1.64705 -1.72914 4.04440
H 1.49711 -1.58568 5.76603
H 2.71526 -0.57650 4.99766
H 1.19345 0.94013 2.66428
H -0.54874 0.80816 3.02114
H 0.40612 -0.64645 2.58961
C -3.61541 -2.53668 0.70934
C -4.60475 -3.39159 -0.05922
O -4.29886 -4.01679 -1.04493
C -5.98960 -3.46592 0.54713
H -3.54040 -3.03965 1.67891
H -3.96507 -1.51588 0.86824
H -2.63120 -2.45946 0.25296
H -6.03877 -4.40393 1.10329
H -6.71760 -3.45712 -0.26040
H -6.15777 -2.64333 1.23831
C -1.37560 1.84724 -5.81308
C -1.10451 2.72694 -7.02346
O -1.63819 2.52803 -8.08682
C -0.04711 3.78873 -6.85078
H -0.46539 1.76373 -5.21663
H -1.61957 0.81548 -6.06124
H -2.16615 2.26581 -5.19075
H -0.38844 4.63956 -6.25851
H 0.13869 4.19693 -7.84778
H 0.87303 3.37146 -6.45018
C 3.34288 -1.80524 1.73014
C 4.02948 -1.75538 0.38450
O 3.41268 -1.59374 -0.64577
C 5.52233 -2.05908 0.37171
H 3.64639 -2.70564 2.27383
H 2.26692 -1.73300 1.63849
H 3.88495 -1.06487 2.33285
H 5.69199 -3.04215 0.81149
H 6.12165 -1.30845 0.88474
H 5.81889 -2.10647 -0.67549
C 1.21075 -4.52478 1.47481
C 0.22925 -3.55868 0.82423
O -0.16819 -2.59615 1.44864
C 0.00975 -3.71341 -0.67141
H 2.19849 -4.32610 1.06020
H 0.88105 -5.56190 1.43335
H 1.27313 -4.25085 2.52986
H -0.78380 -4.44244 -0.86346
H 0.90848 -4.16896 -1.08668
H -0.25777 -2.76431 -1.12369
C -2.88109 4.09318 4.05745
C -2.34970 3.17323 3.01122
O -2.77146 2.04274 2.93099
C -1.26918 3.71151 2.08630
H -3.45242 3.59194 4.83156
H -3.47323 4.86633 3.55043
H -2.11798 4.69929 4.55675
H -0.88624 4.62759 2.52460
H -1.60513 3.86521 1.06239
H -0.52706 2.91377 2.03566
*
```

No. 3
Density functional theory data (ωB97M-V/def2-TZVPD) for a cluster of 5 separate species, C22H46BN5O3 in total at a distorted geometry.

Values from the calculation:
E: -1388.6886 Ha
maximum force: 4.416 eV Å⁻¹
HOMO-LUMO gap: 6.79 eV
lowest unoccupied orbital energy: -11.565 eV

Geometry as ORCA input:
```
! RIJCOSX wB97M-V def2-TZVPD def2/J DEFGRID3
* xyz 4 1
B -1.15670 -1.41905 -1.06299
H -1.42493 -2.05852 -1.88966
H -1.46473 -0.39071 -1.17191
H -1.51243 -1.85612 -0.14285
H -0.07992 -1.35019 -1.06894
C -0.62314 -1.11400 -5.17272
C -1.26031 -0.06023 -4.26632
O -2.38857 0.34962 -4.51007
N -0.38745 0.41940 -3.06911
H -0.77028 -0.07241 -2.27434
H 0.57230 0.12384 -3.17701
C -0.59899 1.92815 -3.00938
H -0.62716 -2.12395 -4.76275
H 0.40262 -0.80855 -5.37917
H -1.10444 -1.11798 -6.15069
H 0.10178 2.33926 -3.73602
H -0.24617 2.21908 -2.01995
H -1.65445 2.13645 -3.18464
C -0.64701 -4.39360 -2.90972
C -0.32884 -5.19785 -1.70517
O 0.09619 -6.34222 -1.78476
N -0.55556 -4.43237 -0.37519
H -0.65137 -3.46819 -0.66028
H -1.43101 -4.66986 0.06900
C 0.60553 -4.57952 0.63522
H -0.74188 -5.10361 -3.73129
H 0.16721 -3.69679 -3.10873
H -1.52761 -3.77989 -2.71996
H 0.33615 -3.93110 1.46894
H 1.49485 -4.18996 0.13980
H 0.79298 -5.64339 0.78066
C 5.20611 7.40646 4.99034
N 4.78175 6.12000 4.46412
C 5.55602 5.02761 4.56140
C 5.15622 3.85326 3.98087
C 3.84909 3.66137 3.46022
C 3.04377 4.80944 3.54483
C 3.55091 6.07868 3.93248
C 3.39382 2.35264 2.85224
C 2.24651 2.25773 2.03937
C 1.78778 1.02890 1.59903
N 2.43372 -0.11156 1.92824
C 3.47634 -0.07872 2.78905
C 3.92397 1.17895 3.28995
C 1.97577 -1.35376 1.41793
H 5.80505 7.89793 4.22365
H 5.74744 7.33190 5.93347
H 4.39694 8.13357 5.05860
H 6.47448 5.08947 5.12621
H 5.88167 3.05662 4.05500
H 2.03212 4.79840 3.16689
H 2.87282 6.91407 4.02581
H 1.68341 3.09874 1.66253
H 0.88648 0.87416 1.02447
H 3.87509 -1.02471 3.12446
H 4.83737 1.11203 3.86233
H 2.72757 -2.11955 1.60888
H 1.83432 -1.22603 0.34472
H 1.04483 -1.65058 1.90099
C -4.06075 0.68761 0.01015
C -4.76372 -0.69118 -0.33212
C -4.69393 -1.13630 -1.81127
O -5.29536 -2.36503 -1.97222
C -5.65104 -2.76300 -3.23643
N -4.10101 -1.83701 0.46494
H -3.12508 -1.87849 0.20816
H -4.10193 -1.64826 1.45714
H -4.44197 -2.77921 0.33799
H -4.38430 1.46359 -0.68359
H -2.97455 0.59680 0.01377
H -4.34900 0.95489 1.02680
H -5.80980 -0.62610 -0.03285
H -3.68283 -1.20032 -2.21335
H -5.15577 -0.33233 -2.38436
H -5.00009 -2.35742 -4.01095
H -6.67313 -2.47760 -3.48537
H -5.60397 -3.84316 -3.37477
*
```

No. 4
Density functional theory data (ωB97M-V/def2-TZVPD) for the ion C22H46BO2 with charge -1.

Values from the calculation:
energy relative to the best compared isomer or geometry (same formula, charge and spin): 0.0 kJ/mol
E: -1041.2688 Ha
maximum force: 0.540 eV Å⁻¹
HOMO-LUMO gap: 6.62 eV
lowest unoccupied orbital energy: 2.732 eV

Geometry as ORCA input:
```
! RIJCOSX wB97M-V def2-TZVPD def2/J DEFGRID3
* xyz -1 1
C 2.58215 1.49214 2.48455
C 3.74637 0.66944 3.01508
C 3.84479 -0.77531 2.48345
C 3.16417 -1.06164 1.14739
C 3.87900 -0.44612 -0.06561
C 2.91732 0.05275 -1.14985
C 2.01607 -1.06133 -1.70031
C 0.52714 -0.75247 -1.85448
C 0.14565 0.04084 -3.10546
C 0.79648 1.40989 -3.36946
C 0.32682 2.65496 -2.57553
C -0.57977 2.45841 -1.36296
C -1.22651 3.74349 -0.85647
C -1.65012 3.71572 0.62969
C -3.11680 3.33807 0.94063
C -3.29078 1.88119 1.39117
C -2.84076 0.83566 0.37928
C -3.34244 -0.57202 0.64608
C -2.74541 -1.61421 -0.28560
C -3.33823 -3.02118 -0.16228
B -2.25892 -4.22184 0.11608
O -1.85522 -4.22621 1.57805
C -0.47692 -4.27278 1.68021
C 0.01404 -3.62072 0.39174
O -0.93061 -3.94693 -0.57795
H 2.57742 2.47637 2.96005
H 1.61417 1.02676 2.69483
H 2.63318 1.65290 1.40626
H 4.68405 1.19138 2.80005
H 3.67161 0.63618 4.10531
H 4.90475 -1.03642 2.37127
H 3.44659 -1.46474 3.23214
H 2.13294 -0.69376 1.16362
H 3.08275 -2.14342 1.04053
H 4.54673 -1.19723 -0.50528
H 4.52203 0.37936 0.26356
H 2.29738 0.84049 -0.70961
H 3.48643 0.54085 -1.94878
H 2.41772 -1.38575 -2.66942
H 2.09258 -1.92828 -1.03929
H 0.17979 -0.23880 -0.95486
H -0.02827 -1.69066 -1.87693
H 0.39112 -0.59534 -3.96326
H -0.94633 0.15289 -3.11935
H 0.64211 1.62725 -4.42898
H 1.88333 1.28722 -3.25729
H -0.19926 3.31477 -3.27749
H 1.19485 3.23279 -2.23213
H -1.34275 1.72554 -1.62368
H -0.00780 2.00894 -0.55012
H -2.11480 3.95223 -1.46498
H -0.53806 4.57944 -1.03427
H -1.00332 2.99810 1.14114
H -1.41885 4.68862 1.07599
H -3.50486 3.99924 1.72370
H -3.75193 3.52403 0.06434
H -4.34882 1.68842 1.61477
H -2.75979 1.72884 2.33958
H -1.74432 0.80381 0.34340
H -3.15675 1.14662 -0.62366
H -3.12105 -0.84478 1.68677
H -4.43899 -0.58302 0.56232
H -2.82603 -1.24792 -1.31988
H -1.66991 -1.66896 -0.08819
H -4.05816 -3.03836 0.67067
H -3.91905 -3.26686 -1.06349
H -2.70796 -5.33319 -0.25029
H -0.12279 -3.72103 2.56359
H -0.08159 -5.29978 1.76791
H 1.00046 -4.00075 0.07916
H 0.10191 -2.52386 0.51282
*
```

no.,M (g/mol)
1,772.3
2,467.7
3,439.5
4,353.4